This record from the OMol25 dataset describes a molecular structure, C23H61Ca3N3O13S. The level of theory is the ωB97M-V functional and the def2-TZVPD basis.

## Properties
F_max: 4.95 eV Å⁻¹
Net charge: +4
Multiplicity: 1
HOMO energy: -0.6443 Eh
E_tot: -4485.1275 Ha

Cartesian coordinates (Å):
Ca -4.4365 -0.5279 0.1252
Ca -0.2567 3.2976 1.1103
Ca -0.1601 -1.4849 -2.4409
S -1.2249 0.8616 0.0222
O -2.4968 0.2760 0.4376
O -1.2612 2.1991 -0.4818
O -0.3831 1.1035 1.2089
O -0.5786 -0.0631 -0.9106
C 2.5885 1.7528 0.4455
O 1.9898 3.0045 0.5064
H 3.6774 1.7072 0.4274
H 2.4785 1.3409 1.4487
H 2.1409 1.0230 -0.2291
H 2.4244 3.5548 -0.1493
C 0.8385 -1.4567 3.5255
O -0.2863 -1.1573 2.8921
H 0.5886 -1.6704 4.5647
H 1.4069 -2.2590 3.0551
H 1.6033 -0.6993 3.3535
H -0.3498 -0.3770 2.3366
C -0.6264 5.1021 -1.8361
O 0.1388 4.9541 -0.6352
C 0.4236 6.2735 -0.0720
C 1.3476 6.2028 1.0990
N 0.6936 5.3153 2.0421
C 1.6199 4.8763 3.0556
C 0.9070 3.9702 4.1167
O 0.3336 2.7315 3.5354
C -0.2914 1.9725 4.5129
H -0.8157 4.0708 -2.1340
H 0.0535 5.5994 -2.5279
H -1.5832 5.6227 -1.8758
H -0.5142 6.6717 0.3154
H 0.7640 6.9765 -0.8323
H 1.3794 7.1272 1.6757
H 2.3853 5.9804 0.8503
H 0.0003 5.8467 2.5491
H 1.7861 5.7497 3.6862
H 2.5018 4.4350 2.5912
H 0.1565 4.5914 4.6055
H 1.5534 3.6882 4.9478
H -1.0261 1.5023 3.8594
H -0.8033 2.5674 5.2693
H 0.2750 1.1743 4.9927
C 2.6331 -5.7395 -2.5571
O 1.6482 -4.8672 -2.9090
C 1.2982 -4.7908 -4.2825
C 0.1344 -3.7778 -4.4730
N 0.4846 -2.4379 -4.6009
C -0.5141 -1.6970 -5.4287
C -0.5301 -0.1990 -5.3081
O -0.4990 0.1938 -3.9081
C -0.2221 1.5725 -3.7253
H 2.1583 -6.1175 -1.6517
H 3.6019 -5.4117 -2.1803
H 2.7934 -6.5960 -3.2120
H 1.0986 -5.8071 -4.6221
H 2.1683 -4.4924 -4.8674
H -0.7457 -3.9662 -3.8581
H -0.2256 -4.0323 -5.4699
H 1.4367 -2.3689 -4.9308
H -1.5314 -2.0114 -5.1957
H -0.1650 -1.9737 -6.4235
H -1.3988 0.1078 -5.8906
H 0.2313 0.1721 -5.9941
H 0.5496 1.9698 -4.3847
H 0.1013 1.7886 -2.7071
H -1.1174 2.1323 -3.9956
C 3.0551 -0.3717 -2.9560
O 2.0536 -0.9717 -2.0588
C 2.5609 -1.7546 -0.9674
C 1.3973 -2.3613 -0.1249
N 0.5192 -3.2087 -0.9314
C -0.7992 -3.5124 -0.2845
C -0.5733 -4.4373 1.0190
O 0.5808 -5.2922 1.0163
C 0.9240 -6.1798 2.0796
H 3.9353 -0.9923 -3.1240
H 3.3688 0.5903 -2.5505
H 2.6404 -0.1418 -3.9375
H 3.2985 -1.2363 -0.3547
H 3.0309 -2.6679 -1.3323
H 0.8606 -1.5675 0.3948
H 1.8259 -2.9811 0.6626
H 1.0043 -4.0793 -1.0950
H -1.4788 -4.0470 -0.9481
H -1.2677 -2.5766 0.0203
H -1.4619 -5.0594 1.1257
H -0.6605 -3.9749 2.0022
H 0.1717 -6.0856 2.8627
H 1.7120 -5.6974 2.6579
H 1.2033 -7.1772 1.7402
C -3.8479 0.5207 4.1180
C -5.1588 0.4859 3.2622
C -6.3626 1.3128 3.6486
O -4.6679 0.8789 2.0243
H -2.9371 0.2006 3.6119
H -4.0773 0.0054 5.0507
H -3.6557 1.5237 4.4989
H -5.5148 -0.5327 3.1082
H -7.2489 0.6787 3.6709
H -6.4239 2.1156 2.9139
H -6.2308 1.8518 4.5868
H -4.1256 1.6644 2.1270


This record from the OMol25 dataset describes a single C6H9NO2S molecule. The level of theory is the ωB97M-V functional and the def2-TZVPD basis.

## Properties
F_max: 3.97 eV Å⁻¹
SMILES: C=C=CS[C@H](C)/C=[N+](\[O-])O
Energy above the lowest of the compared OMol25 structures with the same formula, charge and spin: 148.9 kcal/mol
Net charge: 0
Multiplicity: 1
HOMO energy: -0.3049 Eh
E_tot: -837.2214 Ha

Cartesian coordinates (Å):
C -0.6109 -0.0989 2.8604
C 0.2071 0.4958 2.0837
C 1.2704 1.0113 1.5769
S 1.3344 1.6073 -0.0955
C -0.1580 0.7918 -0.9376
C -1.4791 0.9845 -0.2888
C 0.3468 -0.6693 -1.0123
N 0.6714 -1.2352 -2.1113
O 0.5890 -0.8409 -3.2677
O 1.1126 -2.6400 -1.8877
H -1.3070 0.4193 3.4595
H -0.8246 -1.2031 2.6153
H 2.1922 1.2892 2.2567
H -0.1276 1.1592 -1.9797
H -1.6303 0.3469 0.5268
H -2.3448 0.6572 -1.0334
H -1.5871 2.1235 -0.0681
H 0.5629 -1.3343 -0.1633
H 1.7828 -2.8643 -2.5343


This record from the OMol25 dataset describes a gas-phase ion, C5H8N (charge +1). The level of theory is the ωB97M-V functional and the def2-TZVPD basis.

## Properties
F_max: 5.74 eV Å⁻¹
SMILES: C[C@@H]1[C@H]2[C@@H]3C[N@@+]213
Energy above the lowest of the compared OMol25 structures with the same formula, charge and spin: 134.5 kcal/mol
Net charge: +1
Multiplicity: 1
HOMO energy: -0.6010 Eh
E_tot: -249.6108 Ha

Cartesian coordinates (Å):
C 1.7865 0.5369 -0.7831
C 0.3176 0.5856 -0.5933
C -0.3309 0.6719 0.6916
C -1.6204 0.0075 0.3557
C -1.2606 -1.2829 0.9151
N -0.3411 -0.6802 0.0306
H 2.0995 -0.4066 -1.1031
H 2.4926 0.8583 -0.0317
H 2.2050 1.2429 -1.5277
H -0.2751 0.7509 -1.6000
H 0.1531 0.9727 1.6634
H -2.2067 0.2036 -0.5502
H -1.0078 -1.3505 1.9464
H -2.0117 -2.1101 0.5862


This record from the OMol25 dataset describes a molecular structure, C4N4O24Zr3. The level of theory is the ωB97M-V functional and the def2-TZVPD basis.

## Properties
F_max: 9.65 eV Å⁻¹
Net charge: 0
Multiplicity: 1
HOMO energy: -0.2966 Eh
E_tot: -2317.7740 Ha

Cartesian coordinates (Å):
Zr -0.2999 -1.1600 3.0946
Zr -2.0585 -0.9768 -1.9574
Zr 1.4815 3.1497 -1.2946
C 4.0951 2.3396 0.4096
O 4.5140 1.6540 1.3334
O 4.5725 3.4880 0.1618
O 2.8343 2.1454 -0.0349
C 2.5274 -1.7728 1.4973
O 1.3043 -1.3070 1.7646
O 2.8063 -2.5009 0.5483
O 3.4005 -1.3905 2.3100
C 0.9411 0.2890 -2.9959
O -0.1367 -0.3546 -2.8777
O 1.0691 1.4438 -2.3080
O 1.8110 0.2232 -3.8529
C -2.8853 -2.0169 1.1256
O -3.8513 -2.7323 1.3185
O -2.1491 -1.6424 2.1349
O -2.7825 -1.5537 -0.1159
N -1.3915 1.7146 4.5497
O -1.4560 2.4898 3.5794
O -1.2159 2.0094 5.6934
O -1.6985 0.5041 4.1511
N -0.5561 1.0350 0.3984
O -1.1401 0.4624 -0.5269
O 0.0190 2.1153 0.1635
O -0.6104 0.6240 1.5307
N 0.3150 -3.2938 -1.0484
O -0.0465 -4.0243 -0.1340
O 1.2734 -3.4348 -1.7542
O -0.3071 -2.1636 -1.1074
N -2.5644 1.2057 -4.0141
O -2.9007 2.0292 -4.7980
O -2.8097 -0.0619 -4.0572
O -2.1044 1.4640 -2.8872